The molecule C6H13NO3 at a distorted geometry, computed with wB97M-V/def2-TZVPD.

For the energy above the lowest of the compared OMol25 structures with the same formula, charge and spin, the calculation gives 51.0 kcal per mole. The HOMO energy is -8.85 eV. The calculation puts the energy at -14064.4162 eV. Its HOMO-LUMO gap is 0.3436 Eh.

Structure (ORCA input):
```
! wB97M-V def2-TZVPD RIJCOSX def2/J DEFGRID3
* xyz 0 1
C -1.69215 0.72033 1.10864
C -1.17433 0.67226 -0.35842
C 1.20593 1.23555 -0.05339
C 1.80377 -0.10308 -0.54720
C 0.66461 -1.08400 -0.26855
C -0.68238 -0.71133 -0.81033
H -2.15429 1.66421 1.27273
H -2.51143 0.00351 1.17183
H -1.02340 0.47698 1.96852
H -2.02777 0.90432 -1.02495
H -0.22928 2.51530 -0.37233
H 1.84134 2.15890 -0.19818
H 1.12383 1.07086 1.05618
H 2.05382 0.03149 -1.63225
H 2.71163 -0.73658 1.07241
H 0.89660 -2.04191 -0.69654
H -0.20518 -1.71401 1.27567
H -0.67263 -0.89539 -1.87592
H -1.80261 -2.29943 -1.28508
N -0.07872 1.57600 -0.66274
O 2.98502 -0.50563 0.14878
O 0.58785 -1.21320 1.13830
O -1.62025 -1.72515 -0.42718
*
```

***

A structure of composition C43H69CrN5O2P4S at a distorted geometry, computed with wB97M-V/def2-TZVPD.

The HOMO energy (alpha / beta) is -12.02 / -12.02 eV. The calculation puts the energy at -133660.5779 eV. Its HOMO-LUMO gap (alpha / beta) is 0.2795 / 0.2667 Eh.

Structure (ORCA input):
```
! wB97M-V def2-TZVPD RIJCOSX def2/J DEFGRID3
* xyz 2 5
Cr -0.05668 -0.25177 0.60979
C 0.18130 4.94006 -5.64346
S -0.56400 5.73787 -4.20352
C -0.30043 4.43535 -2.98222
C -1.15288 3.18963 -3.20879
C -1.13647 2.22348 -2.02581
N 0.25778 1.88529 -1.56873
P 0.57586 0.15614 -1.78052
C -0.06809 -0.21032 -3.43678
C -1.12015 -1.11481 -3.56005
C -1.64432 -1.42356 -4.80850
C -1.11715 -0.82328 -5.94119
C -0.06939 0.08436 -5.82455
C 0.45645 0.39084 -4.57961
C 2.37605 -0.01132 -1.94493
C 3.18976 0.88234 -2.64226
C 4.53972 0.61875 -2.79380
C 5.09563 -0.53559 -2.24744
C 4.30201 -1.41138 -1.52391
C 2.94680 -1.14349 -1.36235
P 0.60604 2.06304 0.14631
C 2.39200 2.35964 0.13593
C 2.91076 3.43846 -0.58200
C 4.27300 3.68093 -0.56740
C 5.12215 2.85236 0.16337
C 4.61044 1.77468 0.87071
C 3.24227 1.52781 0.85352
C -0.01988 3.64125 0.85918
C -1.34717 4.09460 0.80520
C -1.73737 5.24966 1.46507
C -0.83001 5.95802 2.23893
C 0.46907 5.49149 2.35872
C 0.87096 4.34972 1.67885
H 0.17936 5.67520 -6.44649
H -0.39206 4.07088 -5.96646
H 1.21421 4.65679 -5.43052
H -0.53609 4.89755 -2.01858
H 0.76094 4.17631 -2.97758
H -0.81729 2.66753 -4.10439
H -2.19026 3.49093 -3.37935
H -1.68709 1.31912 -2.29124
H -1.68236 2.66942 -1.21323
H -1.53046 -1.58211 -2.67422
H -2.46127 -2.13086 -4.89584
H -1.51977 -1.06169 -6.91843
H 0.34131 0.55580 -6.70955
H 1.26787 1.10250 -4.50937
H 2.77736 1.80498 -3.03564
H 5.16592 1.31808 -3.33595
H 6.15249 -0.73870 -2.37452
H 4.73549 -2.30026 -1.08070
H 2.34384 -1.80902 -0.76063
H 2.24538 4.09204 -1.13793
H 4.67685 4.52076 -1.11952
H 6.18744 3.04872 0.17384
H 5.27696 1.12596 1.42779
H 2.82639 0.67628 1.37936
H -2.11548 3.55705 0.27757
H -2.76354 5.58716 1.38263
H -1.13653 6.86215 2.75051
H 1.18426 6.01976 2.97807
H 1.89445 4.02621 1.78631
C -3.58185 -4.41674 1.69762
N -2.24907 -4.25374 1.12376
C -1.29550 -5.29164 1.52191
P -1.81680 -3.21950 -0.06787
O -0.84126 -2.14721 0.36159
N -1.09606 -4.17394 -1.18757
C -1.68677 -5.44936 -1.60024
C 0.14102 -3.84478 -1.87927
N -3.24705 -2.54399 -0.53467
C -4.26694 -3.35893 -1.20375
C -3.40612 -1.11827 -0.81823
H -3.49196 -4.56767 2.77516
H -4.09621 -5.28720 1.28034
H -4.18509 -3.52879 1.53106
H -1.20332 -5.30386 2.60969
H -0.31395 -5.10205 1.09274
H -1.62569 -6.28403 1.19870
H -2.45565 -5.76964 -0.89996
H -0.91495 -6.22156 -1.61855
H -2.12785 -5.38502 -2.59724
H 0.45425 -2.84854 -1.61650
H 0.00766 -3.89218 -2.96029
H 0.93373 -4.54586 -1.60224
H -4.14592 -4.41443 -0.97640
H -4.22463 -3.23248 -2.29044
H -5.25849 -3.05721 -0.86383
H -2.59076 -0.54504 -0.39581
H -4.33921 -0.75625 -0.38027
H -3.44880 -0.92668 -1.89333
C 0.20131 1.80258 5.11172
C 0.57207 1.15939 3.77297
P -0.81123 0.33471 2.88554
C -2.11807 1.62505 2.91827
C -3.21136 1.42931 1.86553
C -1.37733 -0.89842 4.11771
C -2.32875 -1.96247 3.56383
H 1.08577 2.25242 5.56382
H -0.19285 1.07077 5.81954
H -0.54102 2.59311 4.98843
H 1.34954 0.40718 3.91720
H 0.98767 1.90965 3.09958
H -1.62236 2.58259 2.76613
H -2.54647 1.63928 3.92072
H -2.78598 1.38806 0.85678
H -3.92322 2.25673 1.89108
H -3.77136 0.50517 2.02648
H -1.84620 -0.34617 4.93046
H -0.47660 -1.36648 4.52396
H -3.30139 -1.53374 3.30791
H -2.50631 -2.74124 4.30889
H -1.91773 -2.43049 2.67127
C 3.49352 -2.67624 4.50467
N 2.49140 -2.58652 3.44464
C 1.47253 -3.62971 3.36364
C 2.48218 -1.58263 2.57837
O 1.64019 -1.44755 1.68183
H 4.10400 -3.57057 4.37869
H 3.00442 -2.72071 5.47695
H 4.13954 -1.80107 4.47874
H 1.90748 -4.57303 3.68888
H 1.12925 -3.71237 2.33944
H 0.61437 -3.39906 3.99960
H 3.32388 -0.88973 2.69695
*
```

***

A structure of composition C44H35NO4P2RuSi at a distorted geometry, computed with wB97M-V/def2-TZVPD.

For the energy above the lowest of the compared OMol25 structures with the same formula, charge and spin, the calculation gives 44.3 kcal per mole. The HOMO energy (alpha / beta) is -14.50 / -14.50 eV. The calculation puts the energy at -84897.4195 eV. Its HOMO-LUMO gap (alpha / beta) is 0.2420 / 0.2420 Eh.

Structure (ORCA input):
```
! wB97M-V def2-TZVPD RIJCOSX def2/J DEFGRID3
* xyz 2 1
Ru 0.31893 1.01453 0.07996
C 3.24786 2.27280 1.83206
Si 2.49298 0.74986 1.14532
C 2.00517 -0.47367 2.48264
C 2.93237 -1.32488 3.09191
C 2.55345 -2.14612 4.14440
C 1.24514 -2.12514 4.61665
C 0.31157 -1.28366 4.03118
C 0.69302 -0.47016 2.96218
P -0.47971 0.68449 2.20925
C -1.02257 1.77199 3.51606
C -0.25516 2.90288 3.80393
C -0.59074 3.69551 4.88860
C -1.68575 3.35974 5.67537
C -2.44985 2.23659 5.38152
C -2.12936 1.43655 4.29604
C -1.85001 -0.22832 1.51877
C -3.01025 0.48471 1.15548
C -4.08845 -0.19454 0.62646
C -4.01250 -1.57598 0.43246
C -2.85484 -2.27665 0.75020
C -1.76452 -1.60731 1.28321
C 3.32318 0.10903 -0.38167
C 4.65754 0.41797 -0.64984
C 5.31458 -0.16798 -1.72447
C 4.65254 -1.08336 -2.53317
C 3.31597 -1.37380 -2.30362
C 2.64647 -0.74825 -1.25279
P 0.88060 -1.01944 -0.99797
C 0.76165 -2.78157 -0.61318
C 0.42688 -3.68883 -1.61677
C 0.48269 -5.05008 -1.34752
C 0.84922 -5.50271 -0.08827
C 1.16697 -4.59548 0.91730
C 1.12778 -3.23597 0.65759
C -0.01996 -0.74783 -2.51828
C 0.56330 -0.23970 -3.67863
C -0.21662 -0.09081 -4.81823
C -1.56899 -0.40692 -4.78763
C -2.16030 -0.87959 -3.61810
C -1.39154 -1.04454 -2.48121
H 4.22980 2.02577 2.25414
H 2.64544 2.69556 2.63818
H 3.38224 3.02604 1.05370
H 3.95843 -1.35392 2.73854
H 3.28355 -2.79915 4.60682
H 0.95460 -2.75493 5.44762
H -0.70726 -1.25488 4.40435
H 0.59032 3.16287 3.17731
H -0.00261 4.57455 5.11826
H -1.95299 3.98302 6.51915
H -3.30239 1.98110 5.99760
H -2.73233 0.56676 4.06451
H -3.06669 1.55505 1.32104
H -4.99337 0.34222 0.37056
H -4.86935 -2.10696 0.03517
H -2.80345 -3.34696 0.59067
H -0.86883 -2.15148 1.54538
H 5.19500 1.11695 -0.01775
H 6.34879 0.08232 -1.92492
H 5.17285 -1.56126 -3.35341
H 2.79484 -2.08111 -2.94017
H 0.13582 -3.34811 -2.60130
H 0.23685 -5.75854 -2.12832
H 0.88744 -6.56637 0.11194
H 1.44787 -4.95068 1.90158
H 1.39462 -2.53126 1.43074
H 1.61047 0.03813 -3.69782
H 0.23705 0.26826 -5.73438
H -2.17100 -0.27274 -5.67820
H -3.21558 -1.12427 -3.60148
H -1.84315 -1.41325 -1.56756
O 1.96399 3.18096 -2.73616
C 1.05077 2.88544 -2.03077
O 1.24719 2.50545 -0.73419
C -0.36977 2.91050 -2.52596
C -0.64424 3.39575 -3.79692
C -1.94007 3.34365 -4.29083
C -2.93143 2.78620 -3.50404
C -2.69286 2.32891 -2.22616
C -1.39971 2.40923 -1.75242
N -4.30563 2.65335 -4.04819
O -4.51371 3.10750 -5.14905
O -5.12292 2.07513 -3.35445
H 0.16475 3.80903 -4.38324
H -2.18498 3.71468 -5.27572
H -3.51127 1.93936 -1.63807
H -1.20583 2.13879 -0.72291
*
```

***

A structure of composition C8H21HfINO4P2 at a distorted geometry, computed with wB97M-V/def2-TZVPD.

For the energy above the lowest of the compared OMol25 structures with the same formula, charge and spin, the calculation gives 3.1 kcal per mole. The HOMO energy is -19.67 eV. The calculation puts the energy at -46268.3451 eV. Its HOMO-LUMO gap is 0.2287 Eh.

Structure (ORCA input):
```
! wB97M-V def2-TZVPD RIJCOSX def2/J DEFGRID3
* xyz 3 1
C 3.62160 -1.61978 -3.08869
I 2.24624 -0.71355 -1.51821
H 3.06058 -2.34843 -3.67545
H 4.44974 -2.09090 -2.55394
H 3.98032 -0.80110 -3.71309
Hf -0.30415 0.12126 0.24865
P 0.31423 -2.08836 1.61271
C 1.71324 -2.03020 2.76464
C -1.10342 -2.47115 2.71499
H -0.95497 -3.41735 3.25468
H 0.62300 -4.49617 1.21823
H -2.02976 -2.53894 2.13121
H -0.38425 -3.71725 -0.03195
H 1.56393 -1.19866 3.45670
H -1.23004 -1.67003 3.45325
C 0.50267 -3.59427 0.60204
H 1.80581 -2.96217 3.32877
H 1.36512 -3.45525 -0.06002
H 2.61880 -1.83035 2.19133
P -0.87134 2.13493 -1.41431
C 0.10781 3.65846 -1.28426
C -0.99147 1.70192 -3.17956
H -3.28669 1.93973 -1.05162
H -2.86314 3.51963 -1.76202
H -2.59310 3.20177 -0.02521
C -2.55694 2.75830 -1.02892
H -1.66488 0.84359 -3.29068
H -1.37027 2.53463 -3.78586
H -0.28176 4.43688 -1.94577
H 1.14201 3.41910 -1.53277
H 0.00278 1.39808 -3.52148
H 0.08343 4.01171 -0.25047
C 1.40307 1.14130 1.01310
O 2.47045 1.58210 1.21684
O -3.86577 0.74515 2.58162
N -2.77192 1.23883 2.50021
O -2.19432 2.13467 3.05245
O -1.75666 0.52187 1.37286
*
```

***

A cluster of 13 separate species, C46H95Cl4NO31 in total at a distorted geometry, computed with wB97M-V/def2-TZVPD.

The HOMO energy is -9.15 eV. The calculation puts the energy at -164288.6983 eV. Its HOMO-LUMO gap is 0.3412 Eh.

Structure (ORCA input):
```
! wB97M-V def2-TZVPD RIJCOSX def2/J DEFGRID3
* xyz 0 1
C -6.71130 2.51441 -6.63625
C -6.08569 1.09515 -6.35490
C -5.32206 0.93842 -5.03859
O -4.60732 -0.31767 -5.05214
C -3.22179 -0.10221 -4.86820
N -7.26435 0.20126 -6.35742
H -7.40009 2.56080 -7.47976
H -5.86386 3.17196 -6.83005
H -7.21825 2.94126 -5.77086
H -5.47985 0.78453 -7.20611
H -5.96237 0.72014 -4.18391
H -4.70770 1.80583 -4.79725
H -2.73142 -1.02551 -4.55974
H -2.98445 0.57895 -4.05101
H -2.74612 0.14983 -5.81600
H -7.78674 0.37800 -5.51127
H -6.94450 -0.75572 -6.31256
C -2.55924 10.73913 0.80979
C -3.05116 12.00306 0.05445
O -2.45764 13.11110 0.74461
C -1.84592 14.12265 0.00448
O -1.93708 14.34604 -1.25446
O -1.47060 15.03889 0.91483
C -0.93837 16.23058 0.45626
H -3.10519 10.56266 1.73655
H -1.50027 10.69924 1.06493
H -2.72922 9.79469 0.29283
H -4.13740 12.06202 -0.01422
H -2.62583 11.95456 -0.94796
H -1.37454 16.47393 -0.51258
H 0.12502 16.22281 0.21699
H -1.16614 17.07289 1.10951
C 4.06616 3.47207 -5.95755
C 3.93763 2.44615 -4.80556
O 4.11809 1.03988 -5.18799
C 5.32296 0.56036 -5.26445
O 6.39729 1.19683 -5.16085
O 5.23127 -0.75262 -5.52572
C 6.29413 -1.66633 -5.85635
H 3.78147 3.01159 -6.90360
H 5.05689 3.92161 -6.02433
H 3.33772 4.27784 -5.86700
H 2.88068 2.47101 -4.54035
H 4.64271 2.71231 -4.01808
H 6.66156 -1.97371 -4.87727
H 7.14075 -1.21170 -6.37081
H 5.82412 -2.43185 -6.47374
C -0.54151 2.97502 -9.95326
C -1.82629 3.22903 -9.21241
O -1.67055 3.91644 -7.92574
C -1.28014 5.24174 -7.76008
O -1.25438 5.77549 -6.62148
O -0.98335 5.81830 -8.92528
C -0.75632 7.23767 -8.89498
H 0.15235 2.24663 -9.53361
H 0.06780 3.81640 -10.28330
H -0.91264 2.37144 -10.78155
H -2.23474 2.21961 -9.16424
H -2.44551 3.83486 -9.87396
H -0.56051 7.68835 -9.86794
H 0.07658 7.39916 -8.21065
H -1.60982 7.75463 -8.45637
C 5.16703 -8.74387 4.32795
C 3.96690 -8.10530 3.61687
O 3.14037 -7.27949 4.48434
C 3.57811 -6.04954 5.00404
O 4.67156 -5.60479 4.84690
O 2.64350 -5.48013 5.67326
C 2.96784 -4.33678 6.47315
H 4.74125 -9.04733 5.28436
H 6.02004 -8.07433 4.43839
H 5.58474 -9.57126 3.75433
H 3.36235 -8.91012 3.19869
H 4.29568 -7.52581 2.75420
H 3.08788 -3.39598 5.93595
H 3.93318 -4.52518 6.94296
H 2.19776 -4.17167 7.22669
C -7.27313 -4.75482 5.83249
C -8.24218 -4.73760 4.63227
O -7.54089 -4.58548 3.39839
C -6.90547 -3.42046 2.99205
O -6.88613 -2.37590 3.64505
O -6.55268 -3.54779 1.67076
C -5.83927 -2.42146 1.05331
H -7.93410 -4.79871 6.69812
H -6.74490 -3.80442 5.90885
H -6.53898 -5.55726 5.76036
H -9.06815 -4.03095 4.71320
H -8.68204 -5.73452 4.60482
H -6.44688 -1.52349 0.94124
H -5.48188 -2.69253 0.05986
H -5.00327 -2.20718 1.71909
C 3.73773 8.71230 -1.52796
C 4.70106 8.58814 -2.78489
O 6.00948 8.99096 -2.43813
C 7.10399 8.56085 -3.12279
O 7.10572 8.06034 -4.24631
O 8.28693 8.89388 -2.36062
C 9.56929 8.62439 -2.94626
H 3.71930 9.74512 -1.18004
H 4.14396 8.08613 -0.73361
H 2.74333 8.27918 -1.63607
H 4.33329 9.05706 -3.69757
H 4.79336 7.55856 -3.13063
H 10.06263 8.26866 -2.04173
H 9.95157 9.57823 -3.30977
H 9.61745 7.84209 -3.70374
C 7.73666 -1.14895 10.76559
C 8.01648 -1.37020 9.29570
O 6.90242 -0.87356 8.51001
C 7.07448 0.19250 7.77499
O 8.06924 0.90429 7.64948
O 5.90473 0.38304 7.06619
C 5.70932 1.51530 6.26161
H 8.61214 -1.49187 11.31699
H 6.85329 -1.61607 11.20096
H 7.57982 -0.07783 10.89278
H 8.02732 -2.42385 9.01675
H 8.99816 -0.96550 9.04946
H 5.60292 2.45163 6.80938
H 4.76344 1.48963 5.72055
H 6.51679 1.58335 5.53261
C -3.47337 -7.50233 -4.50173
C -2.57039 -7.71892 -3.31593
O -3.04059 -8.85195 -2.61288
C -2.28373 -9.48532 -1.65306
O -1.15567 -9.25544 -1.30161
O -2.77224 -10.70439 -1.55876
C -1.99935 -11.84141 -1.16508
H -3.24966 -6.54927 -4.98105
H -4.49879 -7.43820 -4.13774
H -3.34283 -8.29095 -5.24278
H -2.74965 -6.88713 -2.63466
H -1.54207 -7.85727 -3.64987
H -1.69300 -11.79375 -0.12011
H -1.24963 -12.09493 -1.91461
H -2.64930 -12.68056 -1.41304
C -3.33962 -8.25834 4.19640
C -2.64040 -9.56703 4.60385
O -3.19727 -10.14257 5.81378
C -4.09615 -11.19991 5.63489
O -4.19486 -11.96619 4.68975
O -4.78709 -11.36890 6.74884
C -5.97136 -12.21162 6.69910
H -2.85868 -7.99698 3.25381
H -3.49225 -7.46483 4.92793
H -4.34167 -8.52996 3.86438
H -1.58460 -9.47932 4.86016
H -2.65599 -10.26806 3.76933
H -6.88922 -11.67418 6.46083
H -6.16236 -12.58235 7.70616
H -5.93395 -13.15265 6.15033
C -0.44746 -2.35390 0.81597
C -0.06560 -1.06149 1.63495
O -0.85365 -0.06625 0.94378
C -0.46171 1.15251 1.02050
O 0.42674 1.57643 1.74337
O -1.19975 1.88498 0.13370
C -0.90733 3.29555 0.02166
H -0.02491 -3.24832 1.27376
H -0.15488 -2.21075 -0.22422
H -1.51974 -2.51364 0.92908
H 0.99610 -0.82401 1.70196
H -0.29326 -1.15760 2.69657
H -1.35071 3.78531 0.88864
H -1.43919 3.76520 -0.80578
H 0.14518 3.53362 -0.13210
C 6.76881 -1.70091 2.15257
Cl 7.95993 -0.43089 1.82370
Cl 5.89595 -2.13111 0.67447
H 7.20230 -2.58533 2.61945
H 5.99681 -1.30177 2.81045
C -3.62122 4.54809 6.71428
Cl -3.12718 5.14044 5.14558
Cl -3.09928 2.95934 6.89243
H -3.26757 5.18048 7.52860
H -4.71017 4.52326 6.67367
*
```

***

What is the energy in the fourth record? -46268.3451 eV